Entry 1:
ORCA calculation (the ωB97M-V functional and the def2-TZVPD basis) on a cluster of 5 separate species, C32H72ClN4O4 in total at a distorted geometry.

```
113
Properties=species:S:1:pos:R:3:lowdin_spin:R:1
Cl -5.7040 -1.9241 -11.0652 0.00
O -6.8207 -2.2723 -10.1434 0.01
O -4.4658 -1.7693 -10.2182 0.00
O -5.5467 -3.0770 -11.9645 0.01
O -6.0020 -0.6381 -11.5749 0.00
C -1.1401 -3.6064 -7.2776 0.00
C -2.3422 -4.0277 -8.0725 0.00
C -3.0806 -5.3058 -7.5726 0.01
N -4.4956 -5.5368 -8.1894 0.00
C -4.4901 -5.7057 -9.7103 0.06
C -5.5250 -4.4378 -7.7544 0.01
C -6.9993 -5.0176 -7.7548 0.03
C -6.7622 -6.5784 -7.5436 0.09
C -5.1860 -6.7171 -7.5129 0.05
H -0.7979 -2.5909 -7.4768 0.00
H -0.4009 -4.4045 -7.2079 0.00
H -1.4325 -3.5819 -6.2278 0.00
H -2.1382 -4.1024 -9.1407 0.00
H -3.1623 -3.3123 -8.0105 0.00
H -3.1909 -5.2797 -6.4885 0.00
H -2.6133 -6.2625 -7.8061 0.00
H -3.8383 -6.5380 -9.9757 0.03
H -3.9744 -4.8701 -10.1836 0.00
H -5.4970 -5.8076 -10.1151 0.03
H -5.3520 -3.5809 -8.4055 0.00
H -5.2811 -4.1752 -6.7250 0.00
H -7.5885 -4.8148 -8.6491 0.02
H -7.6289 -4.6366 -6.9508 0.00
H -7.0986 -7.1119 -8.4326 0.06
H -7.2775 -6.7988 -6.6087 0.01
H -4.7741 -7.6828 -7.8059 0.03
H -5.0192 -6.6324 -6.4390 0.00
C -0.4710 -3.6925 -13.7075 0.00
C -0.5771 -2.2015 -13.5511 0.00
C 0.5260 -1.7182 -12.5032 0.00
N 0.5092 -0.1974 -12.1119 0.00
C 1.0109 0.5340 -13.3770 0.00
C -0.9206 0.3998 -11.8339 0.00
C -1.2432 0.1440 -10.3790 0.00
C 0.0306 -0.2544 -9.6820 0.00
C 1.1168 0.0626 -10.7846 0.00
H -1.0320 -4.2512 -12.9584 0.00
H 0.5506 -4.0715 -13.7351 0.00
H -0.9433 -4.0172 -14.6347 0.00
H -1.6161 -1.9599 -13.3270 0.00
H -0.4089 -1.7024 -14.5054 0.00
H 1.5775 -1.9229 -12.7049 0.00
H 0.2714 -2.1331 -11.5279 0.00
H 1.9494 0.0427 -13.6339 0.00
H 1.3320 1.5332 -13.0827 0.00
H 0.3621 0.4688 -14.2504 0.00
H -0.9293 1.4801 -11.9791 0.00
H -1.6854 0.0345 -12.5193 0.00
H -1.8874 0.8958 -9.9232 0.00
H -1.8798 -0.7376 -10.4550 0.00
H 0.1662 0.3353 -8.7754 0.00
H 0.0839 -1.2890 -9.3432 0.00
H 1.4107 1.0927 -10.5829 0.00
H 2.0568 -0.4699 -10.6401 0.00
C -4.0214 3.8782 -10.0907 0.00
C -5.5097 3.8612 -10.4585 0.00
C -6.3948 2.8460 -9.8170 0.00
N -7.9204 2.9694 -10.3329 0.00
C -8.7233 4.2746 -10.0143 0.00
C -8.6714 1.8596 -9.6560 0.00
C -9.8514 1.4608 -10.5064 0.00
C -9.4003 1.8418 -11.9535 0.00
C -8.0802 2.5409 -11.7936 0.00
H -3.8447 4.7352 -9.4408 0.00
H -3.2997 4.0804 -10.8821 0.00
H -3.6929 2.9774 -9.5722 0.00
H -5.6340 3.9813 -11.5347 0.00
H -5.9010 4.8287 -10.1439 0.00
H -6.5546 3.0417 -8.7567 0.00
H -5.9977 1.8397 -9.9503 0.00
H -9.5838 4.2141 -10.6806 0.00
H -7.9464 5.0167 -10.1984 0.00
H -8.9648 4.3950 -8.9582 0.00
H -8.9148 2.0294 -8.6072 0.00
H -7.9285 1.0734 -9.5211 0.00
H -10.7290 2.0975 -10.3947 0.00
H -9.9441 0.3770 -10.4364 0.00
H -10.1639 2.5252 -12.3250 0.00
H -9.4024 0.9823 -12.6238 0.00
H -7.8276 3.3999 -12.4152 0.00
H -7.3205 1.8142 -12.0814 0.00
C -7.5911 -6.1510 -13.1040 0.03
C -8.6330 -6.8206 -12.2520 0.05
C -8.7750 -8.3285 -12.3791 0.07
N -10.1849 -8.9197 -11.8722 0.00
C -10.2169 -8.4423 -10.4181 0.07
C -10.2595 -10.4362 -11.9044 0.02
C -11.7387 -10.7633 -11.9917 0.00
C -12.4687 -9.4669 -12.1612 0.00
C -11.4661 -8.4229 -12.6237 0.01
H -7.7198 -6.2754 -14.1792 0.00
H -6.6052 -6.5710 -12.9046 0.02
H -7.5173 -5.0863 -12.8824 0.00
H -9.6658 -6.4742 -12.2876 0.00
H -8.3484 -6.6623 -11.2118 0.04
H -7.9434 -8.8267 -11.8808 0.08
H -8.7341 -8.5867 -13.4373 0.00
H -9.2839 -8.7222 -9.9290 0.06
H -11.0618 -8.8133 -9.8379 0.01
H -10.3491 -7.3606 -10.4421 0.02
H -9.6161 -10.8860 -11.1483 0.02
H -9.7651 -10.7074 -12.8372 0.00
H -11.9539 -11.2423 -11.0365 0.00
H -11.8439 -11.5535 -12.7350 0.00
H -13.0368 -9.1879 -11.2738 0.00
H -13.3694 -9.5360 -12.7712 0.00
H -11.9462 -7.4770 -12.3732 0.00
H -11.2111 -8.4577 -13.6829 0.00
```

Output
Total charge   +2
F_max   0.108 Eh/bohr
Multiplicity   2
E_HOMO (alpha / beta)   -5.30 / -12.86 eV
LUMO (alpha / beta)   -3.5 / -3.5 eV
Gap between HOMO and LUMO (alpha / beta)   1.784 / 9.339 eV

=====

Entry 2:
ORCA calculation (the ωB97M-V functional and the def2-TZVPD basis) on a cluster of 5 separate species, C32H72ClN6 in total at a distorted geometry.

```
111
Properties=species:S:1:pos:R:3:mulliken_charge:R:1
C -0.6298 4.4066 1.9274 -0.84
C 0.0816 2.9721 2.3402 -0.64
C 1.6163 2.7952 1.7894 -0.07
Cl 2.3200 1.2939 2.6448 -0.12
C 1.7333 2.6540 0.1411 0.57
C 0.3795 2.6174 -0.7808 -0.17
C 0.7573 2.5205 -2.4076 -0.20
N 2.2209 2.4600 -2.7335 0.07
N 3.3493 2.4468 -1.9842 -0.34
C 3.2193 2.5495 -0.5133 -0.02
C 4.6284 2.5389 0.3878 -0.74
H -1.2866 4.8519 2.8016 0.31
H -1.3711 4.2407 1.0213 0.25
H 0.1803 5.1727 1.5640 0.27
H 0.1607 2.9951 3.5312 0.40
H -0.6168 2.0331 2.1070 0.28
H 2.2135 3.7575 2.1150 0.41
H -0.7246 2.6778 -0.3773 0.17
H -0.0813 2.5175 -3.2539 0.36
H 2.4032 2.4175 -3.7852 0.31
H 5.5409 2.4248 -0.3733 0.12
H 4.6572 1.5710 1.0566 0.30
H 4.8016 3.5394 0.9715 0.31
C -5.0057 -1.3935 -0.4462 -1.30
C -4.5335 -0.6347 -1.6840 -0.46
N -3.2590 0.0641 -1.4968 0.27
C -2.9594 1.0222 -2.5665 0.17
C -2.7421 0.4676 -3.9693 -1.21
C -2.1281 -0.7528 -1.0552 -0.32
C -1.7328 -1.9428 -1.9249 -0.76
H -5.0513 -0.7369 0.4292 0.20
H -6.0111 -1.7935 -0.6168 0.50
H -4.3538 -2.2408 -0.2137 0.28
H -5.3109 0.1048 -1.9148 0.49
H -4.4964 -1.3257 -2.5318 0.28
H -2.0835 1.6200 -2.2835 -0.56
H -3.7844 1.7451 -2.6129 0.47
H -1.7746 -0.0277 -4.0646 0.25
H -2.7495 1.2887 -4.6948 0.45
H -3.5272 -0.2336 -4.2670 0.33
H -2.3477 -1.1283 -0.0487 0.27
H -1.2470 -0.1144 -0.9142 0.02
H -2.5942 -2.5361 -2.2429 0.29
H -1.0741 -2.6087 -1.3555 0.05
H -1.1772 -1.6304 -2.8101 0.27
C 0.1717 -5.6066 -0.2764 -1.47
C 0.9518 -4.6012 0.5672 -0.52
N 0.2066 -4.0988 1.7248 0.32
C 0.8299 -2.9291 2.3535 -0.47
C 2.1991 -3.1192 2.9951 -1.02
C -0.3100 -5.1055 2.6526 -0.63
C 0.6942 -6.0614 3.2902 -1.01
H -0.7953 -5.1980 -0.5885 0.29
H 0.7389 -5.8516 -1.1810 0.42
H -0.0021 -6.5430 0.2620 0.36
H 1.1914 -3.7569 -0.0918 0.45
H 1.9057 -5.0493 0.8624 0.36
H 0.1443 -2.5107 3.1016 0.25
H 0.9198 -2.1440 1.5913 0.28
H 2.1332 -3.6622 3.9392 0.23
H 2.6376 -2.1413 3.2231 0.31
H 2.8994 -3.6417 2.3368 0.29
H -1.0601 -5.7064 2.1249 0.42
H -0.8786 -4.6119 3.4506 0.25
H 1.4061 -6.4677 2.5669 0.25
H 0.1606 -6.9114 3.7309 0.38
H 1.2503 -5.5844 4.0983 0.28
C -4.2919 -1.7729 3.8552 -1.53
C -5.4632 -0.7936 3.8562 -0.46
N -6.7758 -1.4441 3.8950 0.15
C -7.8851 -0.5317 3.5968 -0.66
C -8.1388 0.6120 4.5716 -0.98
C -7.0099 -2.3709 5.0029 -0.68
C -6.8629 -1.8287 6.4218 -0.95
H -4.3845 -2.5025 3.0437 0.31
H -3.3526 -1.2284 3.7099 0.44
H -4.2112 -2.3133 4.8031 0.36
H -5.3857 -0.2101 2.9299 0.51
H -5.3357 -0.0879 4.6829 0.27
H -8.8107 -1.1106 3.4831 0.39
H -7.7072 -0.0970 2.6045 0.33
H -8.6004 0.2625 5.4964 0.22
H -8.8344 1.3301 4.1232 0.41
H -7.2247 1.1594 4.8196 0.26
H -6.3234 -3.2187 4.8927 0.36
H -8.0057 -2.8203 4.9015 0.35
H -5.9614 -1.2237 6.5498 0.24
H -6.7939 -2.6648 7.1272 0.37
H -7.7280 -1.2348 6.7198 0.27
C 8.6894 3.2770 -7.0772 -1.42
C 8.1380 2.5291 -5.8658 -0.29
N 8.1022 3.3342 -4.6418 0.13
C 7.8603 2.5409 -3.4317 -0.82
C 6.5163 1.8326 -3.3101 -0.61
C 7.3699 4.5989 -4.7162 -0.74
C 5.9002 4.5423 -5.1228 -0.78
H 9.6766 3.7018 -6.8665 0.33
H 8.7952 2.5882 -7.9224 0.43
H 8.0229 4.0837 -7.3966 0.30
H 8.7971 1.6669 -5.7020 0.42
H 7.1514 2.1266 -6.1154 0.24
H 8.0072 3.1740 -2.5473 0.37
H 8.6501 1.7814 -3.3625 0.36
H 5.7089 2.5303 -3.0825 -0.05
H 6.5534 1.1124 -2.4851 0.41
H 6.2552 1.2750 -4.2142 0.32
H 7.8906 5.2564 -5.4225 0.37
H 7.4476 5.1252 -3.7566 0.33
H 5.7267 3.8931 -5.9850 0.24
H 5.5589 5.5463 -5.4003 0.39
H 5.2654 4.2092 -4.3007 0.11
```

Output
Total charge   +1
F_max   0.112 Eh/bohr
E_HOMO   -9.47 eV
LUMO   -5.2 eV
Gap between HOMO and LUMO   4.293 eV